No. 1
{"formula": "C19H20N2O5", "method": "ωB97M-V/def2-TZVPD", "smiles": "COC(=O)Cc1c(O)ccn(CCc2c[nH]c3ccc(OC)cc23)c1=O", "total_charge": 0, "relative_energy_ev": 1.167, "symbols": ["O", "O", "O", "O", "O", "N", "N", "C", "C", "C", "C", "C", "C", "C", "C", "C", "C", "C", "C", "C", "C", "C", "C", "C", "C", "C", "H", "H", "H", "H", "H", "H", "H", "H", "H", "H", "H", "H", "H", "H", "H", "H", "H", "H", "H", "H"], "positions_angstrom": [[4.30172, 1.53652, -0.55650], [0.73386, -0.08738, -0.91480], [5.00276, 0.55362, 1.32475], [-4.35123, 1.68324, -2.52123], [3.68195, -1.50020, 2.54017], [-1.63528, 0.37503, 2.04390], [0.71460, -2.24610, -0.19990], [4.10372, 0.93940, 0.60585], [-2.33094, 0.92010, 1.00082], [-1.71503, -2.56372, -0.18026], [-3.19043, 0.19887, -1.14947], [-0.43609, -2.52161, -1.03558], [-3.50251, 2.46929, -0.36379], [2.71730, -1.66947, 1.62200], [-2.82680, 2.19903, 0.80907], [2.64191, 0.77734, 0.93734], [-1.88154, -1.26707, 0.53867], [-3.68514, 1.47926, -1.33931], [2.21536, -0.67152, 0.82405], [-1.35939, -0.93258, 1.75452], [-4.84731, 2.96545, -2.80445], [5.65110, 1.69727, -0.97588], [1.18644, -0.93047, -0.15468], [-2.50729, -0.09016, 0.02587], [1.19576, -3.21242, 0.60801], [2.18179, -2.98172, 1.50481], [-2.56772, -2.74336, -0.83537], [-2.69011, 2.97072, 1.55258], [6.11721, 0.72218, -1.13008], [6.21948, 2.24385, -0.22058], [2.03644, 1.35070, 0.23429], [-0.28763, -3.46893, -1.56008], [2.47957, 1.13663, 1.95831], [-3.88857, 3.46413, -0.51915], [5.61454, 2.25444, -1.90791], [-1.34679, 0.86274, 2.87386], [-4.04646, 3.71202, -2.83785], [2.57590, -3.76076, 2.13287], [4.18162, -0.67330, 2.37984], [-3.34135, -0.54094, -1.91890], [-0.50558, -1.70190, -1.75407], [-0.80843, -1.54215, 2.44694], [-1.64551, -3.38356, 0.53881], [-5.60481, 3.27809, -2.07694], [0.75706, -4.19240, 0.48827], [-5.30815, 2.89181, -3.78883]], "forces_ev_per_angstrom": [[-0.30, 0.10, -0.16], [-0.12, 0.21, -0.13], [0.17, -0.03, 0.04], [0.13, -0.23, 0.10], [-0.11, -0.04, 0.04], [0.26, 0.17, 0.42], [0.07, 0.10, -0.16], [-0.33, 0.04, 0.20], [-0.30, 0.08, -0.54], [0.28, 0.24, -0.01], [-0.08, 0.26, -0.02], [-0.49, -0.07, -0.26], [-0.11, 0.16, -0.16], [-0.26, 0.18, -0.30], [0.06, -0.08, 0.08], [-0.03, -0.14, -0.12], [0.00, -0.25, 0.26], [0.03, -0.26, -0.06], [0.28, 0.26, 0.21], [-0.14, -0.29, -0.15], [-0.07, 0.17, -0.03], [0.48, -0.03, 0.06], [0.21, -0.12, 0.04], [-0.01, 0.40, 0.30], [0.40, -0.12, 0.39], [-0.02, -0.10, 0.10], [-0.05, -0.12, 0.02], [-0.01, 0.09, 0.05], [-0.03, 0.08, 0.00], [-0.04, -0.04, -0.10], [0.05, -0.02, 0.16], [0.06, 0.07, 0.00], [0.09, 0.04, -0.04], [-0.04, 0.07, -0.04], [-0.02, -0.04, 0.05], [-0.04, -0.08, -0.09], [-0.04, -0.02, 0.02], [0.00, -0.17, 0.02], [0.00, -0.02, -0.14], [-0.03, -0.10, -0.14], [0.05, -0.21, 0.04], [0.11, -0.11, 0.11], [-0.07, -0.07, -0.07], [0.04, 0.00, -0.02], [-0.04, -0.04, -0.02], [0.02, 0.06, 0.07]]}

=====

No. 2
{"formula": "C4H8O", "method": "ωB97M-V/def2-TZVPD", "smiles": "C=C[C@H](C)O", "total_charge": 0, "relative_energy_ev": 1.560, "symbols": ["O", "C", "C", "C", "C", "H", "H", "H", "H", "H", "H", "H", "H"], "positions_angstrom": [[0.24439, -0.30386, 1.66757], [-0.35501, 0.53800, 0.62374], [-0.81579, -0.40571, -0.57331], [-0.27308, -1.61315, -0.85189], [0.79597, 1.31984, 0.02125], [-0.37440, -2.14266, -1.86066], [1.64614, 0.64832, -0.22229], [1.27411, 2.13079, 0.68819], [-0.41379, -0.93400, 1.92592], [-1.32895, -0.01357, -1.44497], [-1.18137, 1.05970, 1.05929], [0.43890, -2.13526, -0.12474], [0.34288, 1.85157, -0.90810]], "forces_ev_per_angstrom": [[0.00, 1.30, -0.89], [1.26, -3.35, -0.75], [1.33, -0.84, -0.25], [0.84, -0.44, 0.51], [0.13, 2.46, -0.37], [-0.24, 0.95, 1.63], [-0.89, 0.24, -0.19], [-1.13, -1.15, -0.75], [-0.59, -0.59, 0.30], [-0.45, 0.65, 0.43], [-0.37, 0.77, -0.03], [-1.15, 0.83, -1.00], [1.25, -0.84, 1.35]]}

=====

No. 3
{"formula": "C29H45FLuP2", "method": "ωB97M-V/def2-TZVPD", "total_charge": 1, "relative_energy_ev": 0.096, "symbols": ["Lu", "P", "P", "F", "C", "C", "C", "C", "C", "C", "C", "C", "C", "C", "C", "C", "C", "C", "C", "C", "C", "C", "C", "C", "C", "C", "C", "C", "C", "C", "C", "C", "C", "H", "H", "H", "H", "H", "H", "H", "H", "H", "H", "H", "H", "H", "H", "H", "H", "H", "H", "H", "H", "H", "H", "H", "H", "H", "H", "H", "H", "H", "H", "H", "H", "H", "H", "H", "H", "H", "H", "H", "H", "H", "H", "H", "H", "H"], "positions_angstrom": [[1.32156, -0.88711, 0.38271], [-0.80933, -1.24431, -1.04678], [-0.36932, 1.03276, -2.62121], [4.03946, 3.93636, 3.45583], [-0.13080, -1.05659, 2.54071], [3.44475, -1.89985, 3.25259], [-3.08634, 1.57936, -3.42437], [-2.11219, 0.45264, -2.99582], [1.44823, 0.35011, 4.03919], [-2.92134, 1.49011, -0.40328], [4.26599, 1.98836, 2.11210], [2.03726, -1.81955, 2.79110], [1.14111, -0.76287, 3.11209], [-0.32633, -2.28584, -2.50398], [-4.82885, 2.39399, -1.71415], [-2.61734, -0.52432, -1.92586], [1.63103, 2.36467, 1.20987], [2.21237, 3.31403, 2.07378], [3.50262, 3.07300, 2.53091], [0.67388, 0.56778, -4.02024], [-0.24068, 2.81933, -2.44004], [-4.06468, 2.44145, -0.61627], [-3.29920, 0.02544, -0.69155], [3.66600, 1.05550, 1.23942], [1.29962, -2.82576, 2.09748], [2.86934, -1.91106, -0.95146], [-4.53845, 1.51226, -2.90450], [0.23431, 0.28759, -1.17817], [1.80370, -4.17643, 1.73862], [-0.04848, -2.36414, 1.95034], [2.33370, 1.21393, 0.88678], [-1.17367, -3.19836, 1.44209], [-1.33175, -0.19591, 2.69983], [1.32591, 0.08823, -1.41566], [0.05316, -3.23328, -2.09350], [-2.52454, 1.58392, 0.61867], [-1.13687, 0.83640, 2.36483], [1.50966, -0.06991, -3.70539], [-4.38702, -0.08998, -0.77672], [-3.02190, -0.57178, 0.19683], [3.82450, -1.37136, -0.83977], [-2.07357, -2.60186, 1.25060], [2.85618, -4.13788, 1.43160], [-1.22183, -2.50500, -3.10429], [2.68313, -2.03553, -2.02553], [0.45152, -1.86246, -3.15112], [-2.09181, 1.77856, -1.06772], [-1.92230, -0.14489, -3.90693], [3.49436, -2.00046, 4.34791], [0.08618, 0.05940, -4.79735], [0.13807, 0.93347, -0.27566], [1.66874, 4.20862, 2.37428], [-2.66917, 2.56944, -3.20788], [-1.63067, -0.12914, 3.75877], [-2.19070, -0.57578, 2.13482], [-4.81734, 0.46575, -2.72644], [1.98977, -0.01362, 4.92421], [1.08174, 1.49625, -4.44339], [3.95758, -2.75865, 2.80649], [2.07996, 1.10840, 3.56255], [3.02251, -2.91935, -0.53191], [0.23510, 3.19616, -3.35656], [1.73893, -4.86431, 2.59719], [1.22391, -4.61920, 0.91947], [-5.17682, 1.87356, -3.72311], [-5.71902, 3.02406, -1.81542], [0.62470, 2.56066, 0.82656], [-0.90541, -3.71416, 0.50864], [-4.19662, 3.19704, 0.16585], [-3.11297, -1.40476, -2.35203], [0.40072, 3.05652, -1.58080], [4.00858, -0.99529, 2.98554], [-3.13050, 1.53797, -4.52523], [-1.44171, -3.97563, 2.17640], [-1.20484, 3.32514, -2.31536], [0.53381, 0.85077, 4.37582], [5.29687, 1.87316, 2.44598], [4.26384, 0.22420, 0.84708]], "forces_ev_per_angstrom": [[2.34, -1.15, 5.08], [-3.16, -1.09, -2.18], [-1.15, 1.40, -1.38], [-0.34, -0.55, -0.77], [0.83, -0.80, 0.06], [0.55, 0.00, 0.12], [0.10, 0.27, -0.74], [0.18, -0.25, -0.49], [0.26, 0.65, 0.07], [0.19, -0.03, 0.25], [-0.09, -0.25, -0.45], [-1.00, 0.11, -0.29], [-0.20, -0.69, -0.73], [0.39, -0.29, -0.06], [0.03, 0.16, 0.53], [2.89, -0.54, 1.85], [1.02, 0.75, 1.03], [-0.21, -0.03, -0.40], [0.13, 0.28, 0.45], [0.27, 0.09, -0.31], [0.21, 0.52, -0.34], [-0.17, 0.45, -0.27], [-0.59, 0.03, 0.60], [0.55, 1.11, 0.96], [-0.47, 0.76, 0.06], [0.02, -0.14, -0.27], [-0.16, 0.13, -0.30], [-0.24, 0.46, -1.40], [0.20, -0.49, -0.07], [0.66, 0.36, 0.29], [-1.06, -1.41, -1.68], [-0.26, -0.38, 0.05], [-0.44, 0.40, 0.17], [-0.78, 0.48, -0.25], [-0.02, 0.27, -0.27], [-0.20, 0.01, -0.29], [-0.09, -0.17, 0.14], [-0.20, 0.17, -0.11], [0.22, 0.22, 0.06], [-0.21, 0.12, -0.56], [-0.15, -0.13, -0.12], [0.11, -0.12, 0.03], [-0.22, -0.11, 0.03], [0.31, 0.07, 0.20], [0.22, -0.10, -0.03], [-0.22, -0.24, 0.23], [-0.15, 0.08, 0.33], [-0.07, 0.05, 0.47], [0.03, -0.02, -0.26], [0.22, 0.10, 0.28], [0.03, -0.09, -0.50], [0.26, -0.15, 0.06], [-0.27, -0.23, 0.05], [-0.03, 0.00, -0.32], [0.09, 0.02, 0.16], [-0.11, 0.21, -0.12], [-0.18, 0.05, -0.19], [-0.02, -0.35, 0.05], [-0.02, 0.14, 0.15], [-0.07, -0.09, 0.21], [0.02, 0.16, -0.21], [-0.17, 0.13, 0.35], [0.01, 0.15, -0.24], [0.16, 0.02, 0.12], [0.15, -0.26, 0.21], [0.47, -0.05, 0.18], [0.01, -0.04, 0.27], [-0.14, 0.00, 0.15], [-0.35, -0.34, -0.33], [0.31, 0.16, 0.16], [-0.07, -0.10, -0.20], [-0.10, -0.20, 0.13], [0.00, 0.03, 0.37], [0.01, 0.19, -0.24], [0.28, -0.18, 0.06], [0.17, -0.07, 0.00], [-0.26, 0.14, 0.00], [-0.22, 0.19, 0.36]]}

=====

Short version: HOMO energy = -7.5 -9.8 -9.7 eV, in the order given.
Short version: electronic energy = -1221.77204 -232.38831 -3149.75838 Eh, in the order given.
Short version: lowest unoccupied orbital energy = 0.02571 0.03840 -0.12526 Ha, in the order given.